Version w
Molecular formula: C17H58N20O11
Method: DFT, ωB97M-V with the def2-TZVPD basis set

Structure (ORCA input):
```
! RIJCOSX wB97M-V def2-TZVPD def2/J DEFGRID3
* xyz 0 1
C 3.770 -1.735 -3.495
C 4.522 -3.028 -3.343
C 4.173 -3.793 -2.044
O 4.668 -5.117 -2.115
C 4.838 -5.727 -0.834
N 4.382 -3.930 -4.538
H 2.710 -1.919 -3.677
H 4.145 -1.159 -4.347
H 3.986 -1.057 -2.667
H 5.594 -2.832 -3.213
H 3.084 -3.920 -1.926
H 4.644 -3.215 -1.240
H 3.897 -5.538 -0.301
H 5.648 -5.219 -0.305
H 5.017 -6.796 -0.884
H 3.391 -4.191 -4.545
H 4.807 -4.809 -4.233
C 7.823 -8.388 -0.289
C 8.764 -7.467 0.433
C 8.100 -6.187 0.949
O 8.981 -5.103 1.237
C 8.384 -4.050 1.921
N 9.414 -8.134 1.600
H 7.466 -7.906 -1.206
H 6.870 -8.573 0.214
H 8.362 -9.285 -0.583
H 9.626 -7.172 -0.164
H 7.439 -6.426 1.796
H 7.460 -5.769 0.145
H 9.087 -3.241 2.122
H 8.030 -4.338 2.918
H 7.567 -3.622 1.330
H 10.214 -7.591 1.901
H 8.738 -8.160 2.357
C 10.259 -5.299 -2.137
O 9.004 -5.309 -2.276
N 11.084 -5.472 -3.221
N 10.866 -5.207 -0.906
H 10.590 -5.467 -4.095
H 12.063 -5.666 -3.161
H 11.845 -5.288 -0.723
H 10.264 -5.001 -0.108
C 11.693 -4.947 -6.867
O 12.679 -5.732 -6.925
N 10.517 -5.309 -6.226
N 11.700 -3.737 -7.543
H 9.747 -4.648 -6.191
H 10.413 -6.310 -6.195
H 12.477 -3.667 -8.170
H 10.921 -3.109 -7.439
C 8.188 -12.256 -7.804
O 6.960 -12.180 -7.971
N 8.753 -13.352 -7.192
N 9.095 -11.311 -8.211
H 9.738 -13.469 -7.071
H 8.157 -14.091 -6.879
H 10.098 -11.454 -8.290
H 8.745 -10.485 -8.662
C 7.835 -2.959 -6.047
O 9.040 -2.884 -6.288
N 7.332 -3.834 -5.106
N 6.868 -2.159 -6.630
H 6.345 -3.785 -4.940
H 7.981 -4.292 -4.485
H 5.888 -2.310 -6.491
H 7.247 -1.697 -7.443
C 12.580 -9.061 -2.972
O 13.637 -9.457 -2.439
N 11.460 -8.665 -2.237
N 12.356 -8.988 -4.342
H 11.486 -8.821 -1.250
H 10.682 -8.282 -2.740
H 11.397 -8.835 -4.655
H 13.017 -9.397 -4.973
C 8.761 -8.293 -4.898
O 9.907 -7.779 -4.998
N 7.740 -7.885 -4.082
N 8.334 -9.367 -5.695
H 6.859 -8.386 -4.047
H 7.893 -7.082 -3.480
H 8.946 -9.758 -6.383
H 7.335 -9.465 -5.650
C 10.946 -12.168 -3.454
O 10.142 -11.844 -2.591
N 10.651 -12.266 -4.821
N 12.251 -12.531 -3.168
H 11.321 -12.629 -5.460
H 9.715 -11.977 -5.039
H 12.559 -12.343 -2.229
H 12.910 -12.781 -3.873
C 12.252 -9.469 -7.865
O 12.229 -10.577 -8.435
N 11.127 -8.718 -7.662
N 13.413 -8.940 -7.333
H 11.081 -7.929 -7.046
H 10.297 -9.109 -8.055
H 14.201 -9.540 -7.515
H 13.544 -7.949 -7.188
C 4.677 -9.284 -5.688
O 5.450 -9.513 -4.713
N 4.749 -10.065 -6.832
N 3.695 -8.320 -5.674
H 5.567 -10.661 -6.833
H 4.173 -9.923 -7.633
H 3.658 -7.716 -4.865
H 3.116 -8.171 -6.474
*
```

Computed properties:
LUMO energy, hartree: 0.0067
Structure (SMILES): COC[C@H](C)N.COC[C@H](C)N.NC(N)=O.NC(N)=O.NC(N)=O.NC(N)=O.NC(N)=O.NC(N)=O.NC(N)=O.NC(N)=O.NC(N)=O
HOMO energy, eV: -8.858

These are the Löwdin partial charges, in e, on atoms 1 to 5: C -0.06; C -0.43; C -0.20; O -0.22; C -0.07

Version x
Molecular formula: C17H58N20O11
Method: DFT, ωB97M-V with the def2-TZVPD basis set

Structure (ORCA input):
```
! RIJCOSX wB97M-V def2-TZVPD def2/J DEFGRID3
* xyz 0 1
C 19.759 -3.332 -10.461
O 19.836 -4.045 -11.418
N 18.717 -3.217 -9.693
N 20.750 -2.764 -9.889
H 17.894 -3.721 -9.993
H 18.801 -2.528 -8.960
H 20.544 -2.184 -9.088
H 21.700 -2.904 -10.201
C 13.797 -5.477 -13.891
O 13.348 -4.638 -13.151
N 13.747 -5.329 -15.203
N 14.445 -6.621 -13.616
H 13.994 -6.097 -15.811
H 13.595 -4.383 -15.525
H 14.903 -7.110 -14.372
H 14.896 -6.684 -12.714
C 18.483 -4.274 -17.159
O 17.503 -3.568 -17.011
N 19.655 -3.916 -16.655
N 18.427 -5.358 -17.871
H 20.327 -4.654 -16.494
H 19.843 -3.020 -16.230
H 17.587 -5.554 -18.396
H 19.259 -5.760 -18.278
C 12.202 -2.878 -17.204
O 13.225 -2.655 -16.624
N 11.326 -2.013 -17.457
N 12.056 -4.049 -17.803
H 11.369 -1.175 -16.895
H 10.449 -2.334 -17.841
H 11.269 -4.266 -18.399
H 12.851 -4.671 -17.817
C 11.468 -5.538 -10.358
O 10.852 -5.608 -9.394
N 12.098 -4.503 -10.738
N 11.640 -6.560 -11.177
H 12.543 -4.446 -11.643
H 11.995 -3.744 -10.080
H 11.428 -7.472 -10.798
H 12.017 -6.412 -12.102
C 17.848 0.998 -10.898
O 18.203 2.064 -10.318
N 17.955 -0.223 -10.437
N 17.431 0.983 -12.125
H 18.438 -0.244 -9.550
H 17.858 -1.086 -10.953
H 17.411 0.108 -12.628
H 17.284 1.855 -12.612
C 9.569 -1.518 -12.100
O 8.390 -1.611 -11.738
N 10.112 -2.363 -12.971
N 10.412 -0.580 -11.764
H 9.516 -3.168 -13.107
H 11.085 -2.236 -13.207
H 10.024 0.224 -11.293
H 11.374 -0.633 -12.068
C 20.876 -0.552 -14.677
O 20.128 -0.889 -15.633
N 20.470 -0.043 -13.547
N 22.164 -0.761 -14.689
H 21.027 0.065 -12.712
H 19.482 0.153 -13.622
H 22.850 -0.265 -14.139
H 22.504 -1.256 -15.502
C 16.262 -0.710 -18.540
O 15.692 0.283 -18.996
N 17.436 -1.223 -18.822
N 15.705 -1.486 -17.652
H 18.092 -0.549 -19.191
H 17.838 -1.926 -18.218
H 16.289 -2.216 -17.270
H 14.721 -1.468 -17.425
C 13.960 -1.405 -11.588
C 14.086 -1.085 -13.133
C 15.353 -1.718 -13.646
O 16.551 -1.468 -12.864
C 17.716 -2.095 -13.394
N 12.981 -1.696 -13.839
H 14.011 -2.492 -11.526
H 12.984 -1.135 -11.185
H 14.743 -0.857 -11.062
H 14.241 -0.020 -13.306
H 15.464 -1.523 -14.712
H 15.197 -2.788 -13.783
H 17.747 -2.019 -14.481
H 17.791 -3.176 -13.275
H 18.487 -1.479 -12.932
H 13.100 -1.783 -14.838
H 12.890 -2.630 -13.465
C 12.385 2.165 -16.735
C 12.132 1.025 -15.664
C 11.938 1.460 -14.172
O 13.214 2.044 -13.757
C 13.356 2.416 -12.341
N 10.899 0.351 -16.049
H 13.204 2.748 -16.313
H 11.603 2.924 -16.747
H 12.616 1.776 -17.727
H 12.955 0.318 -15.771
H 11.845 0.682 -13.415
H 11.223 2.272 -14.042
H 14.431 2.465 -12.166
H 12.988 1.658 -11.649
H 12.945 3.410 -12.167
H 10.523 -0.275 -15.351
H 10.152 1.024 -16.147
*
```

Computed properties:
LUMO energy, hartree: -0.0057
Structure (SMILES): COC[C@H](C)N.COC[C@H](C)N.NC(N)=O.NC(N)=O.NC(N)=O.NC(N)=O.NC(N)=O.NC(N)=O.NC(N)=O.NC(N)=O.NC(N)=O
HOMO energy, eV: -8.711

These are the Löwdin partial charges, in e, on atoms 1 to 5: C -0.84; O 0.05; N 0.17; N 0.17; H 0.13

Stability summary - winner: version w; margin: 122.1 kcal/mol.